Run A
# C2H12NO3

A cluster of 4 separate species, C2H12NO3 in total (the ωB97M-V functional and the def2-TZVPD basis, the OMol25 dataset).

Values from the calculation:
Gap between HOMO and LUMO: 11.05 eV

ORCA input file:
```
! wB97M-V def2-TZVPD RIJCOSX def2/J DEFGRID3
* xyz 1 1
C -1.57570 1.35411 -0.34583
C -0.93571 1.29243 2.01053
N -0.83419 0.84043 0.83305
H -1.09478 0.98304 -1.23703
H -2.54904 0.87558 -0.30574
H -1.59572 2.43105 -0.28597
H -1.54993 2.14352 2.23808
H -0.34720 0.74687 2.75596
H -0.19346 0.01796 0.70799
H 2.79606 0.28892 -0.90476
H 3.81837 -0.55228 -0.17356
O 2.91677 -0.58592 -0.51273
H 0.36055 -1.51877 -2.60963
H -1.10177 -1.89198 -2.49439
O -0.36594 -1.53675 -1.97723
H 0.21901 -2.19726 0.84965
H 1.37761 -1.33194 0.39696
O 0.65505 -1.35901 1.05464
*
```


Run B
# C2H12NO3

A structure of composition C2H12NO3 (the ωB97M-V functional and the def2-TZVPD basis, the OMol25 dataset).

Values from the calculation:
Gap between HOMO and LUMO: 5.51 eV

ORCA input file:
```
! wB97M-V def2-TZVPD RIJCOSX def2/J DEFGRID3
* xyz 1 1
C 2.52176 -0.06400 -0.78233
C 1.56970 -1.07149 -0.87229
N 2.67089 0.68164 0.28256
H 3.22991 0.13802 -1.60030
H 1.49817 -1.71776 -1.74760
H 0.86326 -1.32495 -0.06521
H -9.45706 1.36814 -2.39134
H 1.76976 0.70659 0.98018
H 3.36835 1.42434 0.27102
H 0.31912 1.15127 2.26129
H -8.79765 1.15997 -2.12433
O 0.60369 0.57363 1.54125
H -0.25586 0.72204 0.13042
H -1.34210 1.11150 -0.90246
O -0.48575 0.67818 -0.82787
H 0.52144 -2.52917 2.37942
H 0.63162 -1.02524 1.83673
O 0.77075 -1.98274 1.63085
*
```


Which of them is the most stable? Correct choice: run A.


Run A
# CH4INS

The molecule CH4INS (the ωB97M-V functional and the def2-TZVPD basis, the OMol25 dataset).

Values from the calculation:
Gap between HOMO and LUMO (alpha / beta): 7.40 / 7.40 eV

ORCA input file:
```
! wB97M-V def2-TZVPD RIJCOSX def2/J DEFGRID3
* xyz 0 1
C 0.68055 -0.00070 0.89365
N -1.49933 -0.56177 -0.38186
S -0.24231 0.67501 -0.51554
I 1.15137 0.67536 -2.62029
H -0.17129 -0.49625 1.42898
H 0.98112 0.81361 1.38227
H 1.35628 -0.86857 0.72751
H -2.25640 -0.23670 -0.91472
*
```


Run B
# CH4INS

The molecule CH4INS (the ωB97M-V functional and the def2-TZVPD basis, the OMol25 dataset).

Values from the calculation:
Gap between HOMO and LUMO (alpha / beta): 7.49 / 7.50 eV

ORCA input file:
```
! wB97M-V def2-TZVPD RIJCOSX def2/J DEFGRID3
* xyz 0 1
C -0.76488 0.47099 -0.67746
N 0.54844 0.89365 -0.35215
S 1.44121 -0.14255 0.40859
I 1.28523 -1.03663 2.96970
H -0.99491 -0.51789 -0.44052
H -1.63700 1.10355 -0.41420
H -0.71193 0.57860 -1.77719
H 0.83385 -1.34971 0.28323
*
```


Run C
# CH4INS

The molecule CH4INS (the ωB97M-V functional and the def2-TZVPD basis, the OMol25 dataset).

Values from the calculation:
Gap between HOMO and LUMO (alpha / beta): 8.04 / 8.04 eV

ORCA input file:
```
! wB97M-V def2-TZVPD RIJCOSX def2/J DEFGRID3
* xyz 0 1
C -0.11411 0.21216 1.09514
N -0.94034 -0.21692 -1.29855
S 0.35449 0.47525 -0.67181
I 2.36944 -1.09428 -0.82804
H -1.14259 -0.37356 0.92561
H -0.39475 1.15897 1.40723
H 0.69422 -0.16422 1.60703
H -0.82635 0.00260 -2.23661
*
```


Which of them is the most stable? Correct choice: run C.


Run A
# C3H7N3

A cluster of 2 separate species, C3H7N3 in total (the ωB97M-V functional and the def2-TZVPD basis, the OMol25 dataset).

Values from the calculation:
Gap between HOMO and LUMO: 8.43 eV

ORCA input file:
```
! wB97M-V def2-TZVPD RIJCOSX def2/J DEFGRID3
* xyz 0 1
C 0.41679 -0.64052 0.05718
C -0.47875 0.52748 -0.25263
N 0.23931 -1.57039 -0.80107
N -1.32812 0.84063 0.78574
C -0.29603 1.23537 -1.37178
N 1.23306 -0.77384 1.10695
H 1.04842 -2.42167 -0.30834
H 1.59489 -2.07554 0.64077
H -1.26982 0.29507 1.62897
H -2.12003 1.42823 0.58490
H 1.40449 0.10053 1.58911
H 0.40085 0.90416 -2.12071
H -0.84505 2.15050 -1.53910
*
```


Run B
# C3H7N3

A structure of composition C3H7N3 (the ωB97M-V functional and the def2-TZVPD basis, the OMol25 dataset).

Values from the calculation:
Gap between HOMO and LUMO: 8.59 eV

ORCA input file:
```
! wB97M-V def2-TZVPD RIJCOSX def2/J DEFGRID3
* xyz 0 1
C -0.58985 0.90530 1.06415
C -0.79461 -0.72587 -0.67361
C 1.16119 0.63416 -0.76440
H -1.50671 1.41246 1.18058
H -0.94569 -0.12446 1.70825
H 0.22053 1.52815 1.92920
H -0.62058 -1.04846 -1.79774
H -1.98866 -0.66292 -0.57865
H -0.17906 -1.69009 -0.02209
H 1.88848 1.21697 -1.20316
N -0.26467 0.80598 -0.43062
N 1.58330 -0.57874 -0.35342
N 2.03631 -1.67248 -0.05849
*
```


Run C
# C3H7N3

A cluster of 2 separate species, C3H7N3 in total (the ωB97M-V functional and the def2-TZVPD basis, the OMol25 dataset).

Values from the calculation:
Gap between HOMO and LUMO: 9.68 eV

ORCA input file:
```
! wB97M-V def2-TZVPD RIJCOSX def2/J DEFGRID3
* xyz 0 1
N 1.28929 1.73642 0.02977
C 0.88103 0.39952 -0.41877
C -0.31936 -0.19664 0.28976
N -0.73532 0.60026 1.23359
C -1.67801 -2.87328 -0.70204
N -2.19905 -3.81896 -1.11447
H 2.28304 1.78157 0.21834
H 1.08365 2.43981 -0.66985
H 1.69803 -0.31986 -0.27621
H 0.65999 0.36869 -1.49458
H -1.18631 -1.95948 -0.31846
H -0.25182 1.48927 1.40860
H -1.52516 0.35269 1.81432
*
```


Which of them is the most stable? Correct choice: run C.


Run A
# C3H7N3

The molecule C3H7N3 (the ωB97M-V functional and the def2-TZVPD basis, the OMol25 dataset).

Values from the calculation:
Gap between HOMO and LUMO: 9.44 eV
SMILES string: [H]/N=C\N(C)N=C

ORCA input file:
```
! wB97M-V def2-TZVPD RIJCOSX def2/J DEFGRID3
* xyz 0 1
H 1.61856 -2.03822 -0.20090
N 2.31553 -1.16857 0.02712
C 1.64929 -0.04551 0.05880
N 0.25058 0.10022 -0.46991
C -0.16755 1.36468 0.01725
N -0.39438 -1.09266 -0.33836
C -1.68103 -1.15139 0.19012
H 2.09799 1.05877 0.40101
H -0.74920 1.42772 0.81596
H -0.88926 1.58555 -0.83731
H 0.58539 2.17682 0.01360
H -2.27479 -1.93601 0.34677
H -2.36115 -0.28141 -0.02415
*
```


Run B
# C3H7N3

A cluster of 2 separate species, C3H7N3 in total (the ωB97M-V functional and the def2-TZVPD basis, the OMol25 dataset).

Values from the calculation:
Gap between HOMO and LUMO: 8.98 eV

ORCA input file:
```
! wB97M-V def2-TZVPD RIJCOSX def2/J DEFGRID3
* xyz 0 1
C -0.84936 0.18213 1.64305
C 1.39296 -0.27740 -0.86802
C -0.43277 0.07470 0.22046
N 0.88396 -0.28967 -2.02784
N 2.36732 -0.47145 -0.11987
N -1.30880 0.12516 -0.71795
H -0.82298 -0.03343 -1.69252
H 1.52967 -0.04213 -2.76763
H 2.31770 -0.07184 0.80591
H -2.31438 0.18793 -0.55465
H -1.93328 0.28437 1.79634
H -0.33883 1.03310 2.10289
H -0.49121 -0.70148 2.17983
*
```


Run C
# C3H7N3

The molecule C3H7N3 (the ωB97M-V functional and the def2-TZVPD basis, the OMol25 dataset).

Values from the calculation:
Gap between HOMO and LUMO: 8.78 eV

ORCA input file:
```
! wB97M-V def2-TZVPD RIJCOSX def2/J DEFGRID3
* xyz 0 1
C -1.47079 0.09713 0.28234
N -2.21136 -0.69371 -0.54766
N 0.02991 0.51392 -0.68410
C 0.92487 0.52010 0.59966
C 2.02482 -0.25637 0.61899
N -1.24311 0.43267 1.42284
H -2.70028 -1.42556 -0.05227
H -1.72463 -0.91714 -1.41124
H -0.11494 1.42692 -1.11648
H 0.46133 -0.07168 -1.39656
H 0.98178 1.51418 1.02307
H 2.21577 -1.08446 -0.04975
H 2.82663 -0.05600 1.31116
*
```


Which of them is the most stable? Correct choice: run B.